# 1
A cluster of 2 separate species, C20H32ClF3O3S in total at a distorted geometry, computed with the ωB97M-V functional and the def2-TZVPD basis.

ORCA input file:
```
! wB97M-V def2-TZVPD RIJCOSX def2/J DEFGRID3
* xyz 0 1
C -0.72506 -4.16261 1.46647
C 0.41142 -3.14384 1.19047
C 0.68350 -3.23955 -0.33560
C 1.61438 -3.62277 2.02950
C -0.14749 -1.77681 1.61208
C 0.86235 -0.60513 1.84033
C 2.07936 -0.62844 0.89893
C 1.35804 -0.49905 3.29441
C 0.06401 0.68707 1.58772
C -1.12188 0.93443 2.30390
C -1.89248 2.06045 2.00830
C -1.50701 2.94636 1.01479
O -2.31850 4.01516 0.63730
C -2.89675 3.70492 -0.62919
C -3.18908 2.22827 -0.82681
O -2.04208 1.52285 -1.29881
C -2.28437 0.27011 -1.82302
C -0.89431 -0.30383 -2.12145
S -0.26052 0.15815 -3.74009
C 1.35726 0.93213 -3.50844
O 1.16270 2.32828 -3.45100
C 2.28781 3.01816 -3.07909
F 1.96795 4.28835 -3.06176
F 2.70143 2.65707 -1.88260
F 3.27286 2.83047 -3.94474
C -0.31400 2.74630 0.34581
C 0.44361 1.61624 0.62888
H -0.92329 -4.27196 2.53132
H -1.64230 -3.86445 0.95055
H -0.42534 -5.11955 1.04042
H -0.00994 -3.93309 -0.80885
H 0.46053 -2.26772 -0.78228
H 1.71797 -3.47722 -0.56531
H 2.53644 -3.46766 1.47476
H 1.53558 -4.70365 2.14913
H 1.66288 -3.15892 3.00777
H -0.65091 -1.93694 2.57070
H -0.92019 -1.42400 0.92359
H 1.78137 -0.83745 -0.12469
H 2.81479 -1.33908 1.23715
H 2.58984 0.32262 0.95236
H 2.21216 -1.14212 3.48676
H 0.55271 -0.65746 4.01202
H 1.70605 0.52066 3.46513
H -1.47888 0.24868 3.05786
H -2.82318 2.24026 2.53308
H -2.28360 4.07386 -1.45786
H -3.85554 4.21808 -0.70493
H -3.58610 1.75578 0.07085
H -3.98670 2.14668 -1.57862
H -2.74246 -0.44260 -1.12871
H -2.90522 0.28337 -2.73405
H -0.85388 -1.38624 -2.03827
H -0.22656 0.09333 -1.35340
H -1.03720 1.18724 -4.13231
H 1.94801 0.66461 -4.38375
H 1.84923 0.53061 -2.61949
H 0.03215 3.42993 -0.41690
H 1.34520 1.48023 0.05088
Cl 4.93323 -0.72857 0.15884
*
```

Output
HOMO energy = -6.125 eV
E = -2164.8150 a.u.

---

# 2
A structure of composition C39H42Cl2N4O5P2S3Sc, computed with the ωB97M-V functional and the def2-TZVPD basis.

ORCA input file:
```
! wB97M-V def2-TZVPD RIJCOSX def2/J DEFGRID3
* xyz -1 1
Sc 0.13355 -1.52676 -0.10024
S 1.40473 -2.31381 -2.69231
P 1.17977 -0.32633 -2.70440
C -0.05818 0.16455 -1.64698
P -1.67790 -0.07147 -2.01195
S -2.46170 -1.57752 -0.91215
C -2.07022 -0.42499 -3.75988
C -2.00624 -1.74289 -4.20728
C -2.20944 -2.03287 -5.54811
C -2.47467 -1.01216 -6.45064
C -2.53344 0.30220 -6.01093
C -2.33288 0.59551 -4.66941
C -2.64972 1.43374 -1.66963
C -1.97847 2.61864 -1.39626
C -2.69095 3.78258 -1.12807
C -4.07762 3.76069 -1.13999
C -4.75282 2.57618 -1.41432
C -4.04200 1.41490 -1.67375
C 2.74062 0.46542 -2.18797
C 2.71310 1.75938 -1.68254
C 3.89122 2.39869 -1.32602
C 5.10529 1.74225 -1.47256
C 5.13596 0.44637 -1.96915
C 3.95658 -0.19216 -2.32515
C 1.01475 0.35383 -4.39903
C 1.13154 -0.45976 -5.51770
C 1.02663 0.08683 -6.79169
C 0.80908 1.44660 -6.95110
C 0.68629 2.26340 -5.83377
C 0.78354 1.71842 -4.56373
H -1.79104 -2.53184 -3.49818
H -2.15236 -3.05955 -5.88846
H -2.62719 -1.23982 -7.49886
H -2.72637 1.10384 -6.71328
H -2.37457 1.62388 -4.33046
H -0.89420 2.60263 -1.38409
H -2.15856 4.70032 -0.90834
H -4.63653 4.66486 -0.93092
H -5.83582 2.55856 -1.41540
H -4.56072 0.48290 -1.86647
H 1.75829 2.24602 -1.53516
H 3.85478 3.39948 -0.91279
H 6.02640 2.23348 -1.18257
H 6.08002 -0.07636 -2.06133
H 3.96474 -1.21539 -2.67923
H 1.29447 -1.52176 -5.37680
H 1.10891 -0.55529 -7.66037
H 0.72706 1.87148 -7.94442
H 0.50824 3.32538 -5.95359
H 0.67181 2.35072 -3.69014
C 1.38042 -6.03009 1.72212
N 0.05300 -5.68768 1.22021
C -1.10845 -6.34361 1.79157
C -0.09843 -4.71450 0.35979
N -0.23247 -3.85279 -0.40141
H 1.37237 -5.98296 2.81212
H 2.10177 -5.29628 1.36967
H 1.65532 -7.03849 1.40352
H -1.08407 -6.25549 2.87974
H -1.12328 -7.40254 1.52219
H -2.01490 -5.87133 1.42049
O 0.60555 -2.41663 1.82975
S 2.08370 -2.07497 1.78833
O 2.88897 -3.27655 1.72308
O 2.11857 -1.32165 0.46025
O 2.42817 -1.17890 2.87577
C 2.50132 1.15723 4.85192
C 1.37039 0.27510 5.35465
N 0.24732 1.04441 5.89509
C 0.52907 1.93095 7.01867
C 0.50701 3.40187 6.62463
C -1.05883 0.84407 5.60226
O -1.95712 1.40019 6.22807
C -1.43336 -0.08057 4.47982
C -2.33284 -1.10163 4.73960
C -2.75364 -1.89422 3.69096
C -2.28846 -1.61862 2.41550
N -1.44320 -0.62511 2.14095
C -1.02011 0.11095 3.16791
H 3.22865 0.52951 4.34147
H 2.99545 1.69634 5.66408
H 2.12439 1.88218 4.13019
H 1.74351 -0.38863 6.14382
H 1.03522 -0.36258 4.54242
H 1.50745 1.65513 7.41434
H -0.21771 1.75125 7.79270
H 1.26036 3.61211 5.86474
H 0.70852 4.03069 7.49410
H -0.47491 3.66279 6.23089
H -2.69762 -1.25178 5.74798
H -3.44570 -2.71084 3.84804
H -2.61895 -2.20768 1.57037
H -0.31280 0.89416 2.93318
Cl 0.94351 4.39716 0.11658
C 0.57591 3.32644 1.48861
Cl 1.44265 1.79689 1.42286
H -0.48950 3.11991 1.46323
H 0.86407 3.85379 2.39075
*
```

Output
Energy relative to the best compared isomer or geometry (same formula, charge and spin) = 27.8 kcal/mol
HOMO energy = -4.539 eV
E = -5665.2634 a.u.

---

# 3
A structure of composition C23H49MnN3P4Se at a distorted geometry, computed with the ωB97M-V functional and the def2-TZVPD basis.

ORCA input file:
```
! wB97M-V def2-TZVPD RIJCOSX def2/J DEFGRID3
* xyz 3 5
Mn -0.09223 0.16216 -0.16600
P -0.17529 2.24520 1.09298
P -2.47678 -0.15217 0.33410
P 2.18312 0.69589 -0.94346
H -1.62610 -0.31883 -2.44492
C -0.57125 -0.40013 -2.17992
C -0.14376 -1.56886 -1.42441
H -0.88693 -2.31571 -1.13878
C -0.73544 3.75810 0.21073
C -1.27265 2.36797 2.57930
C 1.38326 2.90507 1.82516
C -3.22601 -1.62908 -0.48430
C -3.13535 -0.43443 2.03521
C -3.55536 1.21716 -0.26065
C 2.86704 -0.49920 -2.17402
C 3.65452 0.78714 0.16797
C 2.31963 2.28998 -1.84685
H 0.11988 -0.05822 -2.96191
H 0.85116 -1.96623 -1.63373
H -0.74705 4.59423 0.92597
H -1.74421 3.60961 -0.19751
H -0.05083 3.99379 -0.61653
H -1.08191 3.33382 3.07159
H -1.04889 1.56184 3.29077
H -2.33271 2.32613 2.29584
H 1.13638 3.84807 2.33528
H 2.12945 3.11285 1.04823
H 1.80203 2.21024 2.56445
H -4.32037 -1.61885 -0.39241
H -2.83820 -2.53273 0.00485
H -2.96096 -1.67396 -1.54544
H -4.21249 -0.22401 2.04314
H -2.65150 0.21427 2.77144
H -2.98074 -1.47703 2.33778
H -4.58543 0.84111 -0.30499
H -3.25388 1.55651 -1.26081
H -3.51884 2.07861 0.41937
H 3.80708 -0.10957 -2.58616
H 2.16355 -0.66484 -2.99598
H 3.07386 -1.46345 -1.69180
H 4.51882 1.07718 -0.44090
H 3.86697 -0.19099 0.61761
H 3.52828 1.53027 0.96129
H 3.25622 2.27244 -2.41583
H 2.33906 3.13739 -1.15022
H 1.47905 2.42977 -2.54001
C -1.60627 2.45313 -4.93498
C -1.77252 1.13426 -5.39214
C -2.06907 0.88779 -6.73869
C -2.21683 1.95177 -7.63853
C -2.07881 3.26782 -7.18537
C -1.77571 3.52020 -5.85116
Se -1.16817 2.95405 -3.12626
H -0.89727 1.60456 -2.41936
H -1.66336 0.30582 -4.68616
H -2.18550 -0.14069 -7.08863
H -2.43936 1.75348 -8.68855
H -2.20460 4.10237 -7.87292
H -1.66033 4.54112 -5.49526
C 1.18654 -3.95025 2.85280
N 2.24890 -3.29371 2.05364
C 3.09947 -2.47223 2.93946
N 2.31292 -1.48258 3.69859
C 1.25301 -2.17811 4.47002
N 0.36333 -2.98739 3.61301
C -0.45672 -2.15941 2.74501
P 0.61996 -1.14932 1.57253
C 1.70367 -2.54833 0.93454
C 1.77455 -0.41753 2.88087
H 1.67284 -4.60428 3.59472
H 0.53274 -4.50805 2.17084
H 3.84470 -1.95106 2.33655
H 3.56427 -3.14962 3.67372
H 0.64962 -1.42313 4.99046
H 1.74443 -2.87175 5.16982
H -1.15142 -2.78797 2.17327
H -1.05534 -1.47621 3.35911
H 2.51958 -2.16600 0.30051
H 1.07890 -3.21317 0.32312
H 1.19494 0.27744 3.50609
H 2.59414 0.14863 2.41767
*
```

Output
Energy relative to the best compared isomer or geometry (same formula, charge and spin) = 0.0 kcal/mol
HOMO energy (alpha / beta) = -15.632 / -15.547 eV
E = -5986.8737 a.u.

---

# 4
A cluster of 2 separate species, C3H10O2 in total at a distorted geometry, computed with the ωB97M-V functional and the def2-TZVPD basis.

ORCA input file:
```
! wB97M-V def2-TZVPD RIJCOSX def2/J DEFGRID3
* xyz 0 1
C -0.19952 -1.44003 -2.33475
C 0.39869 -0.49158 -1.29610
C -0.41333 -0.39720 -0.02064
O 0.44186 0.80496 -1.93366
H 0.26812 -2.41694 -2.32888
H 0.01548 -0.99758 -3.30661
H -1.28737 -1.43817 -2.27463
H 1.44160 -0.72382 -1.08294
H -0.56950 -1.37781 0.39054
H -1.38978 0.03873 -0.24347
H 0.08416 0.30317 0.65253
H 0.05708 1.51606 -1.40167
O 0.71693 2.27774 4.86367
H 0.59984 2.20464 5.81877
H -0.16426 2.13783 4.49783
*
```

Output
Energy relative to the best compared isomer or geometry (same formula, charge and spin) = 6.7 kcal/mol
HOMO energy = -10.160 eV
E = -270.7612 a.u.
SMILES string = CC(C)O.O

---

# 5
The molecule C3H8NO2 at a distorted geometry, computed with the ωB97M-V functional and the def2-TZVPD basis.

ORCA input file:
```
! wB97M-V def2-TZVPD RIJCOSX def2/J DEFGRID3
* xyz 0 2
O -0.60595 -0.06663 -2.26225
C 0.03795 -0.46764 -1.09243
C -0.70673 0.03823 0.09523
N 0.32201 0.59128 1.16414
C -0.30912 0.64972 2.52125
O 1.20493 -0.89393 -0.98829
H -0.08358 -0.16536 -3.05397
H -1.28989 -0.79136 0.47801
H -1.36060 0.81986 -0.25080
H 1.08590 -0.07871 1.20805
H 0.72778 1.49812 0.87410
H 0.39476 1.00159 3.27566
H -0.63115 -0.36014 2.78020
H -1.13566 1.35383 2.56236
*
```

Output
Energy relative to the best compared isomer or geometry (same formula, charge and spin) = 30.5 kcal/mol
HOMO energy (alpha / beta) = -3.557 / -8.950 eV
E = -324.2158 a.u.

---

# 6
A structure of composition C3H3CuLiMgO3 at a distorted geometry, computed with the ωB97M-V functional and the def2-TZVPD basis.

ORCA input file:
```
! wB97M-V def2-TZVPD RIJCOSX def2/J DEFGRID3
* xyz 1 1
O 0.75772 -1.29330 0.04015
Cu -0.69484 -2.83054 0.51955
C 0.78255 -0.09340 0.43432
O 2.07566 0.24130 0.73192
C 2.46515 1.62699 0.41627
H 3.05589 1.57830 -0.51216
H 3.14700 1.90943 1.23385
Mg 0.47192 2.37067 0.43076
C -1.25056 0.71677 0.95784
O -1.33593 1.40555 -0.15637
Li 0.85982 1.03040 2.48967
H -1.08938 0.68459 2.04723
*
```

Output
Energy relative to the best compared isomer or geometry (same formula, charge and spin) = 53.6 kcal/mol
HOMO energy = -10.239 eV
E = -2189.4417 a.u.